*i*
This record from the OMol25 dataset describes 2 unconnected molecules or ions with the total composition C3H10O2. The level of theory is the ωB97M-V functional and the def2-TZVPD basis.

```
15
Properties=species:S:1:pos:R:3:nbo_charge:R:1
C 2.361 0.338 -0.680 -0.654
C 1.048 0.054 0.018 -0.075
O 1.232 -0.371 1.409 -0.727
H 2.941 0.867 0.087 0.208
H 2.243 0.998 -1.537 0.228
H 3.014 -0.494 -0.955 0.209
H 0.506 0.989 0.168 0.180
H 0.352 -0.669 -0.416 0.172
H 2.163 -0.615 1.425 0.456
C -2.537 -0.265 0.395 -0.252
O -2.733 0.583 -0.712 -0.726
H -1.481 -0.527 0.560 0.169
H -2.981 -1.253 0.275 0.166
H -2.835 0.207 1.331 0.173
H -3.292 0.157 -1.368 0.471
```

## Properties
HOMO level in eV: -10.21
SMILES string: CCO.CO
Gap between HOMO and LUMO in hartree: 0.4104

=====

*ii*
This record from the OMol25 dataset describes 2 unconnected molecules or ions with the total composition C3H10O2. The level of theory is the ωB97M-V functional and the def2-TZVPD basis.

```
15
Properties=species:S:1:pos:R:3:nbo_charge:R:1
C -1.289 -1.097 0.567 -0.667
C -1.752 -0.609 -0.933 -0.048
O -0.468 -0.276 -1.544 -0.752
H -0.455 -0.402 0.707 0.230
H -0.610 -1.958 0.532 0.203
H -1.997 -1.062 1.331 0.208
H -2.242 -1.502 -1.359 0.168
H -2.295 0.321 -1.013 0.183
H 0.319 -0.437 -1.023 0.469
C 2.222 0.691 0.836 -0.266
O 0.912 1.248 0.796 -0.716
H 2.484 0.091 1.654 0.175
H 2.942 1.602 0.594 0.175
H 2.374 -0.094 0.008 0.169
H 0.849 1.750 1.735 0.470
```

## Properties
HOMO level in eV: -9.91
SMILES string: CCO.CO
Gap between HOMO and LUMO in hartree: 0.3898

=====

*iii*
This record from the OMol25 dataset describes 2 unconnected molecules or ions with the total composition C3H10O2. The level of theory is the ωB97M-V functional and the def2-TZVPD basis.

```
15
Properties=species:S:1:pos:R:3:nbo_charge:R:1
C 1.838 1.297 -0.103 -0.625
C 0.677 0.366 0.076 0.107
C 1.040 -1.051 -0.486 -0.630
O -0.542 0.864 -0.572 -0.752
H 2.212 1.483 -1.124 0.214
H 2.606 0.737 0.457 0.208
H 1.678 2.268 0.396 0.220
H 0.585 0.146 1.159 0.154
H 0.270 -1.839 -0.423 0.208
H 1.945 -1.401 0.040 0.200
H 1.292 -0.889 -1.547 0.206
H -1.375 0.407 -0.330 0.487
O -3.827 -0.549 0.625 -0.948
H -3.659 -1.479 0.898 0.472
H -4.741 -0.360 0.935 0.476
```

## Properties
HOMO level in eV: -9.83
SMILES string: CC(C)O.O
Gap between HOMO and LUMO in hartree: 0.3827

=====

Energies relative to the most stable structure are *i* 70.1; *ii* 191.5; *iii* 0.0, reported in kJ/mol.

=====

*i*
This record from the OMol25 dataset describes 2 unconnected molecules or ions with the total composition C3H10N2. The level of theory is the ωB97M-V functional and the def2-TZVPD basis.

```
15
Properties=species:S:1:pos:R:3:nbo_charge:R:1
C 2.732 1.589 1.135 -0.033
N 2.099 1.779 0.066 -0.603
H 3.562 0.890 1.102 0.160
H 2.484 2.013 2.104 0.147
H 1.352 2.471 0.168 0.331
C -1.907 -0.428 0.317 -0.619
C -1.365 -1.224 -0.836 -0.219
N 0.077 -1.354 -0.790 -0.828
H -1.302 0.433 0.628 0.201
H -2.821 0.051 -0.064 0.204
H -2.185 -0.902 1.255 0.211
H -1.867 -2.198 -0.860 0.186
H -1.759 -0.783 -1.772 0.152
H 0.411 -1.893 -1.568 0.352
H 0.489 -0.444 -0.882 0.359
```

## Properties
HOMO level in eV: -9.07
SMILES string: C=N.CCN
Gap between HOMO and LUMO in hartree: 0.3751

=====

*ii*
This record from the OMol25 dataset describes 2 unconnected molecules or ions with the total composition C3H10N2. The level of theory is the ωB97M-V functional and the def2-TZVPD basis.

```
15
Properties=species:S:1:pos:R:3:nbo_charge:R:1
C 2.410 -1.054 0.497 -0.849
C -2.612 0.674 -0.998 -0.428
C -1.554 -1.259 0.020 -0.337
N -1.201 0.849 0.802 -0.585
N -1.702 0.036 -0.021 -0.032
H 2.440 -1.113 1.571 0.214
H 1.367 -1.492 0.396 0.203
H 3.133 -1.531 -0.037 0.212
H -3.435 0.011 -1.270 0.221
H -2.892 1.715 -0.592 0.250
H -2.047 0.977 -1.876 0.219
H -0.866 -1.675 0.715 0.191
H -1.891 -1.810 -0.911 0.186
H 2.188 -0.075 0.174 0.218
H -0.640 0.425 1.560 0.318
```

## Properties
HOMO level in eV: -7.71
Gap between HOMO and LUMO in hartree: 0.3194

=====

*iii*
This record from the OMol25 dataset describes 2 unconnected molecules or ions with the total composition C3H10N2. The level of theory is the ωB97M-V functional and the def2-TZVPD basis.

```
15
Properties=species:S:1:pos:R:3:nbo_charge:R:1
H 1.022 -2.104 -0.342 0.335
N 0.106 -2.526 -0.490 -0.737
C -0.693 -1.730 -1.076 0.306
N -0.384 -0.801 -2.032 -0.829
H -1.778 -1.793 -0.959 0.150
H -1.096 -0.449 -2.646 0.391
H 0.558 -0.713 -2.374 0.386
C 0.515 1.838 0.782 -0.607
C 0.112 0.714 1.733 -0.604
H -0.312 2.541 0.731 0.200
H 0.588 1.426 -0.225 0.201
H 1.426 2.384 1.019 0.202
H -0.751 0.231 1.273 0.202
H 0.868 -0.060 1.874 0.203
H -0.182 1.043 2.729 0.202
```

## Properties
HOMO level in eV: -9.02
SMILES string: [H]/N=C\N.CC
Gap between HOMO and LUMO in hartree: 0.3663

=====

*iv*
This record from the OMol25 dataset describes 2 unconnected molecules or ions with the total composition C3H10N2. The level of theory is the ωB97M-V functional and the def2-TZVPD basis.

```
15
Properties=species:S:1:pos:R:3:nbo_charge:R:1
C -1.490 -2.778 1.261 -0.401
C -2.722 -3.035 0.847 -0.363
H -1.272 -1.802 1.599 0.193
H -0.688 -3.351 0.803 0.195
H -3.409 -2.225 0.877 0.177
H -3.254 -3.859 0.376 0.199
N 2.142 2.833 0.161 -0.833
C 1.799 1.768 -0.787 -0.058
N 0.377 1.449 -1.186 -0.854
H 1.669 2.808 1.054 0.359
H 1.874 3.765 -0.242 0.349
H 2.096 0.846 -0.156 0.160
H 2.382 1.978 -1.750 0.180
H 0.163 0.499 -0.726 0.344
H 0.334 1.104 -2.132 0.353
```

## Properties
HOMO level in eV: -9.57
SMILES string: C=C.NCN
Gap between HOMO and LUMO in hartree: 0.3824

=====

Energies relative to the most stable structure are *i* 54.7; *ii* 254.7; *iii* 0.0; *iv* 155.5, reported in kJ/mol.